No. 1
Below is an isolated ion of composition C6H11IN and charge +1 in a non-equilibrium geometry, with properties calculated with ωB97M-V/def2-TZVPD.

The geometry in XYZ format:
```
19
Properties=species:S:1:pos:R:3:forces:R:3:lowdin_charge:R:1
C 1.9171 0.4898 -1.0766 0.84 -0.50 -0.52 -0.143
C 1.6196 -0.2738 0.1723 -4.28 1.87 -2.74 -0.212
C 1.2501 1.2341 -0.0261 -0.59 -2.56 0.94 -0.732
C -0.8257 -0.2021 0.1289 1.50 0.10 1.27 -0.294
C -1.5203 -0.0637 -1.1291 0.41 -1.04 0.87 -0.022
C -1.5280 0.1803 1.3914 1.30 -5.60 1.81 -0.027
N 0.3677 -1.1655 0.1577 -1.22 -0.13 -0.14 0.133
I 1.7228 2.7438 1.2065 0.05 0.42 0.15 1.009
H 2.9972 0.5233 -1.3391 -0.89 0.44 0.15 0.146
H 1.2634 0.2372 -1.8806 -0.05 -0.03 -0.96 0.094
H 2.3753 -0.5295 0.7505 3.11 -1.68 2.77 0.091
H -0.7854 -0.1281 -1.8773 0.33 -0.12 -1.66 0.070
H -1.7427 0.9283 -0.9237 -1.48 2.23 -1.00 0.087
H -2.3937 -0.7011 -1.2444 -0.12 -0.01 -0.23 0.120
H -1.8323 1.1614 1.3695 -0.72 2.18 0.35 0.062
H -0.9529 -0.1928 2.3098 -0.03 1.62 -1.05 0.117
H -2.3674 -0.5668 1.6314 0.21 1.27 -1.06 0.128
H 0.1630 -1.8979 -0.5807 1.17 1.34 0.11 0.209
H 0.2723 -1.7767 0.9597 0.45 0.23 0.93 0.166
```
Positions in Å, forces in eV/Å.

The total charge is +1. Its LUMO energy (alpha / beta) is -4.04 / -4.83 eV. Its frontier orbital gap (alpha / beta) is 8.3 / 7.5 eV. For the energy above the lowest of the compared OMol25 structures with the same formula, charge and spin, the calculation gives 494.3 kJ/mol. As for the multiplicity: 1.

No. 2
Below is a 4-piece molecular cluster, C24H34FINO8S4 overall in a non-equilibrium geometry, with properties calculated with ωB97M-V/def2-TZVPD.

The geometry in XYZ format:
```
73
Properties=species:S:1:pos:R:3:forces:R:3:lowdin_charge:R:1
C -1.4402 -1.0330 -0.7869 0.36 -0.18 0.13 0.152
C -1.9430 0.0271 -1.0293 -0.30 0.31 -1.15 -0.174
O -2.3084 1.2221 -1.5929 1.69 -0.28 0.63 0.041
C -1.3455 2.1544 -1.1218 -0.35 -0.35 0.73 -0.340
O -1.1085 2.1424 0.0430 0.42 0.66 -0.54 0.131
C -0.6153 3.0957 -2.0987 0.43 1.13 -2.08 0.028
C -0.0408 4.3442 -1.6393 -0.95 -0.26 -0.07 -0.436
S -0.1607 4.9387 0.0714 0.39 0.30 -0.11 0.842
C 0.6801 5.2144 -2.5144 -0.72 -1.30 0.92 -0.154
N 0.8355 4.8709 -3.8116 -0.58 -0.59 0.58 -0.409
I 1.9378 6.1285 -5.0290 -0.09 0.04 0.20 1.130
C 0.2839 3.7187 -4.3375 0.42 0.41 -0.55 -0.188
C 0.5173 3.4813 -5.8407 0.34 -0.41 0.81 -0.206
C 1.5342 2.6684 -6.2010 -0.18 0.02 -0.06 0.038
C -0.4526 2.7997 -3.5216 0.39 0.42 1.11 0.014
C -1.0272 1.5348 -4.1887 -1.13 -0.35 -1.43 -0.274
C -2.6075 1.6133 -4.4216 0.46 -0.26 0.55 -0.001
F -0.6550 0.3590 -3.5067 -0.07 1.04 -0.07 -0.010
H -0.8649 -1.9419 -0.6088 -0.80 0.70 0.04 0.063
H -1.4846 5.2030 0.3122 0.48 -0.47 -0.78 -0.074
H 1.1272 6.1412 -2.1088 -0.35 -0.66 -0.54 0.116
H -0.1626 3.9705 -6.5620 -0.24 -1.08 0.54 0.126
H 2.4716 2.6343 -5.6075 -1.06 -0.77 0.15 0.091
H 1.4696 1.9890 -7.0767 0.42 1.34 0.03 0.096
H -0.6013 1.4055 -5.2073 -0.10 0.29 0.94 0.102
H -2.8669 1.4061 -5.4831 0.41 0.45 0.73 0.080
H -3.1305 0.8269 -3.8321 0.59 0.58 -0.35 0.086
H -2.9712 2.6016 -4.0710 0.01 -0.57 -0.41 0.087
C 0.2741 1.0552 2.7227 0.00 -0.15 -0.05 -0.229
C 0.1086 -0.1491 3.6563 -0.05 0.01 -0.04 -0.206
C 0.9356 0.1283 4.9155 -0.08 -0.35 -0.17 -0.234
S 0.9972 1.9113 5.0911 -0.24 -0.21 -0.02 0.666
O 2.3609 2.3463 4.9150 -0.07 0.14 0.15 -0.320
O 0.2096 2.3072 6.2324 0.27 0.17 0.05 -0.326
C 0.0865 2.2872 3.5989 -0.13 0.03 -0.44 -0.235
H -0.4440 1.0345 1.9037 0.09 -0.02 0.12 0.081
H 1.2797 1.0520 2.2916 -0.02 0.04 0.02 0.123
H -0.9458 -0.2586 3.9245 0.03 0.02 -0.02 0.119
H 0.4222 -1.0773 3.1779 0.00 0.02 0.07 0.116
H 0.4784 -0.3044 5.8015 0.18 0.11 0.07 0.090
H 1.9563 -0.2353 4.8110 -0.02 0.08 0.10 0.099
H 0.4747 3.1993 3.1486 0.05 0.03 0.17 0.095
H -0.9612 2.4196 3.8727 0.05 0.01 0.07 0.109
C 0.5106 -3.7643 9.3909 0.10 -0.03 0.08 -0.221
C 1.5050 -2.6351 9.6818 -0.11 0.06 0.04 -0.214
C 2.6425 -2.7508 8.6616 0.11 0.24 0.41 -0.218
S 1.9320 -3.5157 7.2032 -0.16 0.09 0.23 0.669
O 2.5388 -4.8085 7.0185 0.03 0.11 -0.25 -0.312
O 1.8657 -2.5427 6.1376 0.13 -0.23 -0.17 -0.336
C 0.2947 -3.7479 7.8818 -0.32 -0.08 0.25 -0.232
H -0.4265 -3.6273 9.9303 0.03 -0.02 -0.03 0.117
H 0.9398 -4.7220 9.6967 -0.05 0.01 -0.04 0.121
H 1.0039 -1.6704 9.5666 0.02 -0.04 -0.01 0.118
H 1.8859 -2.6855 10.7018 0.00 0.02 -0.05 0.116
H 3.0468 -1.7760 8.3949 0.05 -0.12 -0.15 0.104
H 3.4412 -3.3972 9.0238 -0.03 -0.05 -0.15 0.107
H -0.1367 -4.6705 7.4981 0.12 0.04 -0.14 0.109
H -0.3144 -2.8943 7.5809 0.06 -0.02 -0.04 0.105
C -0.4883 -3.3208 -7.5007 0.10 0.07 -0.01 -0.218
C 0.0341 -3.5306 -6.0782 -0.01 -0.14 -0.01 -0.210
C -0.2686 -2.2565 -5.2841 0.40 -0.23 0.14 -0.225
S -1.7217 -1.5235 -6.0416 0.08 -0.81 0.05 0.674
O -1.3443 -0.2530 -6.6283 -0.15 0.10 0.10 -0.337
O -2.8392 -1.6461 -5.1409 -0.04 0.52 -0.07 -0.311
C -1.8877 -2.7355 -7.3452 0.11 -0.15 -0.39 -0.223
H -0.5048 -4.2517 -8.0668 -0.02 0.06 0.00 0.120
H 0.1558 -2.6141 -8.0311 -0.05 -0.03 -0.03 0.120
H -0.4837 -4.3785 -5.6231 0.02 0.04 -0.01 0.121
H 1.1007 -3.7554 -6.0683 -0.05 0.01 0.03 0.118
H -0.4805 -2.4745 -4.2394 -0.10 0.23 -0.02 0.103
H 0.5461 -1.5365 -5.3555 -0.11 0.06 0.00 0.101
H -2.2553 -2.2557 -8.2505 -0.08 0.10 0.12 0.111
H -2.5956 -3.4924 -7.0060 -0.03 0.11 0.06 0.113
```
Positions in Å, forces in eV/Å.

The total charge is +1. Its LUMO energy is -5.17 eV. Its frontier orbital gap is 6.3 eV. For the energy above the lowest of the compared OMol25 structures with the same formula, charge and spin, the calculation gives 0.0 kJ/mol. As for the multiplicity: 1.

No. 3
Below is a 12-piece molecular cluster, C14H52N12O12 overall in a non-equilibrium geometry, with properties calculated with ωB97M-V/def2-TZVPD.

The geometry in XYZ format:
```
90
Properties=species:S:1:pos:R:3:forces:R:3:lowdin_charge:R:1
C 6.0936 0.1909 -14.8740 -0.19 -0.08 -0.47 -0.035
C 5.8335 -0.8271 -15.9871 1.62 -1.05 0.88 -0.289
O 4.6704 -0.6622 -16.6929 -2.47 3.65 0.56 -0.080
H 6.8855 -0.0394 -14.1347 -0.07 -0.05 -1.04 0.074
H 5.2220 0.1121 -14.2803 -1.22 0.30 0.93 0.034
H 6.1732 1.2446 -15.1837 0.20 -0.64 -0.16 0.053
H 5.7459 -1.8069 -15.5709 0.63 -0.78 0.85 0.093
H 6.5961 -0.8782 -16.7163 1.46 0.12 -0.55 0.091
H 4.3517 -1.3856 -17.1789 -0.08 -1.58 -1.23 0.032
C 4.7931 -3.7276 -11.4073 0.75 0.73 -1.07 -0.073
C 4.8296 -4.2243 -12.8601 -2.44 0.65 -0.90 -0.315
O 5.9540 -3.7529 -13.5340 0.45 1.07 3.31 -0.093
H 4.0637 -4.3033 -10.8714 -0.61 0.14 0.40 0.066
H 4.7110 -2.6233 -11.2834 -0.36 -0.90 -0.13 0.065
H 5.7553 -3.9725 -10.9870 0.48 -0.25 0.29 0.064
H 3.9138 -3.9143 -13.4912 0.90 -0.12 1.29 0.118
H 4.7048 -5.3094 -12.8044 0.71 -0.27 -0.19 0.105
H 6.0406 -4.0283 -14.4125 0.30 -0.96 -2.60 -0.024
C 7.4793 -4.5757 -17.0532 -4.40 2.71 4.93 -0.547
O 6.6181 -4.4915 -15.9334 4.18 -1.01 -5.95 -0.138
N 7.4212 -5.5383 -17.9427 1.58 -4.43 -1.48 0.121
N 8.1739 -3.5315 -17.4867 1.85 2.01 0.35 0.154
H 7.0140 -6.4435 -17.5964 0.71 1.39 -0.62 0.137
H 8.3511 -5.6259 -18.5051 -2.62 -0.10 1.22 0.159
H 8.3278 -2.7978 -16.8030 -0.40 0.02 0.60 0.025
H 9.0057 -3.4818 -18.1113 -1.30 -1.13 0.38 0.130
C 2.5781 2.3359 -16.4785 -1.37 7.17 2.50 -0.618
O 2.4467 3.6497 -15.9642 0.32 -5.52 -2.83 -0.171
N 2.9606 1.4046 -15.7153 2.70 -3.41 4.72 0.180
N 2.2795 1.9266 -17.6811 -1.72 1.56 -4.68 0.156
H 3.1692 1.7096 -14.7091 -0.15 -0.91 -2.21 0.099
H 3.4714 0.5680 -16.1155 -0.53 0.72 0.59 0.107
H 1.8580 2.6095 -18.3198 0.50 -0.15 0.65 0.138
H 2.3287 1.0199 -18.1541 0.29 0.08 1.25 0.087
C 2.3088 -1.0723 -19.4219 7.66 0.36 0.63 -0.620
O 3.7070 -0.9627 -19.3905 -7.32 -0.79 -0.12 -0.099
N 1.5342 -1.9853 -18.9224 -1.09 -4.28 2.06 0.162
N 1.5472 -0.1146 -19.8260 -1.30 6.50 -3.79 0.103
H 2.0304 -2.6828 -18.3607 -0.64 0.00 -0.80 0.067
H 0.5227 -2.1140 -19.1748 1.98 0.28 0.45 0.154
H 1.9537 0.6507 -20.4487 -0.77 -1.64 1.31 0.167
H 0.5405 -0.0494 -19.6216 1.11 -0.24 -0.28 0.132
C 8.2798 2.3167 -11.9344 -3.09 -0.93 -4.75 -0.574
O 8.0914 2.1752 -13.3431 1.55 0.94 6.95 -0.170
N 7.3225 2.0482 -11.0588 -1.56 -0.35 0.09 0.152
N 9.3725 2.7266 -11.3614 5.01 2.42 1.53 0.109
H 6.3766 2.0578 -11.4573 -0.70 -0.87 -0.21 0.025
H 7.3104 2.2907 -10.0664 0.74 0.06 -0.75 0.119
H 9.9897 3.2287 -12.0361 -0.34 -0.78 1.24 0.128
H 9.5314 2.9174 -10.2668 -0.90 -0.64 -3.83 0.187
C 4.6353 2.6298 -13.0515 4.87 -4.31 4.91 -0.680
O 4.9013 1.7905 -12.0344 -1.18 2.92 -3.07 -0.096
N 5.5459 3.1433 -13.8027 2.93 2.04 -2.77 0.200
N 3.4763 2.9345 -13.3792 -8.57 0.53 0.72 0.159
H 6.5302 2.9553 -13.6924 0.56 -0.72 0.48 0.048
H 5.3572 3.5861 -14.7151 -0.48 -0.29 1.08 0.135
H 2.7235 2.6095 -12.7573 0.71 0.19 -0.38 0.158
H 3.1259 3.5337 -14.1146 0.44 0.37 -0.74 0.090
C 8.9664 -1.7610 -14.0164 -3.01 -1.65 -6.09 -0.562
O 8.6220 -2.0945 -15.3363 1.93 1.82 7.00 -0.134
N 9.9281 -0.9503 -13.7367 4.15 3.53 -0.05 0.157
N 8.3269 -2.1721 -12.9283 -3.34 -1.71 0.76 0.164
H 10.4302 -0.3994 -14.4784 -1.05 -1.17 1.22 0.147
H 10.1081 -0.6697 -12.7492 -0.28 -0.36 -1.54 0.134
H 7.3953 -2.6088 -13.1019 0.93 -0.23 -0.20 0.090
H 8.2394 -1.6571 -12.0487 0.83 0.16 -0.80 0.120
C 9.6518 -0.5815 -18.1736 2.08 -0.57 1.53 -0.090
O 11.0455 -1.0331 -17.9440 -2.54 -2.59 -1.82 -0.116
H 9.1537 -0.2652 -17.2580 -0.11 -0.55 0.13 0.069
H 9.1223 -1.3354 -18.7220 -0.18 -0.29 -0.09 0.063
H 9.8320 0.2605 -18.7349 -0.52 2.03 -1.76 0.047
H 11.4612 -0.4574 -17.3747 1.22 2.02 1.93 0.009
C 2.9901 -1.0656 -12.8034 -2.35 -1.94 -1.02 -0.088
O 2.3132 -1.9168 -13.7894 0.85 -0.54 0.29 -0.134
H 3.9921 -1.3154 -12.5807 1.11 -0.08 -0.43 0.045
H 2.3747 -1.2742 -11.9665 -0.19 0.30 1.41 0.076
H 2.7778 -0.1173 -13.1662 0.46 2.21 0.01 0.038
H 2.1701 -1.3881 -14.5665 0.07 0.24 -0.48 0.035
C 3.1321 -3.8444 -16.8401 -2.11 -0.84 -1.77 -0.114
O 3.6271 -3.7214 -18.1874 -3.43 -0.35 0.90 -0.089
H 2.4930 -3.0053 -16.5303 -0.10 -0.22 -0.31 0.075
H 3.8550 -3.9078 -16.1387 2.90 0.10 2.08 0.026
H 2.6266 -4.8184 -16.7340 -0.39 0.52 -0.21 0.101
H 4.5305 -3.6492 -18.1272 3.40 0.36 -0.05 0.032
C 5.7835 3.0919 -17.9176 -0.50 0.02 0.66 -0.144
O 4.9807 2.2789 -18.8098 1.05 1.28 -0.46 -0.131
H 6.3728 4.0386 -18.2456 -0.42 -2.48 -0.61 0.117
H 6.2194 2.3914 -17.1998 1.38 0.20 -0.55 0.062
H 5.1782 3.6079 -17.2232 -1.69 0.77 0.75 0.021
H 4.1666 2.0034 -18.3640 0.51 0.29 0.03 0.013
```
Positions in Å, forces in eV/Å.

Its LUMO energy is 0.35 eV. Its SMILES is NC(N)=O.NC(N)=O.NC(N)=O.NC(N)=O.NC(N)=O.NC(N)=O.CCO.CCO.CO.CO.CO.CO. Its frontier orbital gap is 9.4 eV. For the energy above the lowest of the compared OMol25 structures with the same formula, charge and spin, the calculation gives 927.9 kJ/mol. As for the multiplicity: 1.